No. 1
ORCA calculation (wB97M-V/def2-TZVPD) on one molecule with the formula C5H8OS.

Electronic energy in a.u.: -668.6176
SMILES string: O[C@@H]1[C@@H]2CCS[C@@H]12
HOMO in eV: -8.3
Maximum force in Eh/bohr: 0.0507
HOMO-LUMO gap in eV: 9.0
Energy relative to the best compared isomer or geometry (same formula, charge and spin) in kcal/mol: 75.9

Element x y z (Å)
1 C -1.631 -0.428 0.400
2 C -0.525 0.563 0.575
3 C 0.427 1.573 -0.083
4 C 1.793 0.745 -0.104
5 C -0.285 -0.667 -0.230
6 H -3.079 0.758 -0.130
7 H -1.964 -0.909 1.359
8 H -0.040 0.418 1.564
9 H 0.479 2.550 0.421
10 H 0.147 1.899 -1.117
11 H 2.381 0.983 0.796
12 H 2.489 0.988 -0.978
13 H -0.483 -0.542 -1.282
14 O -2.630 -0.063 -0.449
15 S 1.402 -1.022 -0.025

No. 2
ORCA calculation (wB97M-V/def2-TZVPD) on one molecule with the formula C5H8OS.

Electronic energy in a.u.: -668.7275
SMILES string: C1S[C@H]2CO[C@@H]1C2
HOMO in eV: -8.6
Maximum force in Eh/bohr: 0.0281
HOMO-LUMO gap in eV: 9.5
Energy relative to the best compared isomer or geometry (same formula, charge and spin) in kcal/mol: 6.9

Element x y z (Å)
1 C -0.803 -0.428 1.202
2 C 0.542 0.810 -0.615
3 C 1.150 -0.519 -1.031
4 C -1.029 -0.764 -0.277
5 C -0.897 0.570 -0.990
6 H -0.375 -1.245 1.755
7 H -1.702 -0.051 1.668
8 H 1.057 1.691 -1.006
9 H 1.352 -0.578 -2.119
10 H 2.058 -0.696 -0.453
11 H -1.921 -1.386 -0.440
12 H -1.540 1.383 -0.603
13 H -1.034 0.416 -2.078
14 O 0.113 -1.488 -0.723
15 S 0.464 0.897 1.208

No. 3
ORCA calculation (wB97M-V/def2-TZVPD) on a 2-piece molecular cluster, C5H8OS overall.

Electronic energy in a.u.: -668.6921
SMILES string: C=C(C)C.O=C=S
HOMO in eV: -9.0
Maximum force in Eh/bohr: 0.1444
HOMO-LUMO gap in eV: 9.6
Energy relative to the best compared isomer or geometry (same formula, charge and spin) in kcal/mol: 29.1

Element x y z (Å)
1 C 3.050 0.317 0.044
2 C 0.132 -0.304 -1.183
3 C -0.779 -0.099 -0.237
4 C -0.882 1.357 0.211
5 C -1.310 -1.217 0.546
6 O 3.457 1.426 0.027
7 S 2.740 -1.165 0.122
8 H 0.420 -1.248 -1.497
9 H 0.610 0.416 -1.777
10 H -0.532 1.503 1.253
11 H -1.991 1.601 0.433
12 H -0.465 1.978 -0.428
13 H -2.347 -1.605 0.207
14 H -1.435 -0.969 1.694
15 H -0.669 -1.991 0.586

No. 4
ORCA calculation (wB97M-V/def2-TZVPD) on one molecule with the formula C5H8OS2.

Electronic energy in a.u.: -1066.8461
SMILES string: C=C(CC(O)=S)SC
HOMO in eV: -8.5
Maximum force in Eh/bohr: 0.0698
HOMO-LUMO gap in eV: 8.9
Energy relative to the best compared isomer or geometry (same formula, charge and spin) in kcal/mol: 53.5

Element x y z (Å)
1 C -0.201 2.300 -0.136
2 C 0.276 -0.287 0.804
3 C 0.111 -0.653 2.115
4 C -0.548 -0.955 -0.380
5 C 0.190 -1.690 -1.467
6 H 0.297 3.289 -0.285
7 H -0.490 2.227 -1.211
8 H -0.984 2.355 0.616
9 H -0.471 -1.556 2.348
10 H 0.454 -0.188 3.141
11 H -1.329 -1.601 0.212
12 H -1.100 -0.207 -0.981
13 H 1.305 -0.130 -1.115
14 O 1.250 -0.902 -1.827
15 S 1.203 1.154 0.201
16 S 0.035 -3.155 -2.035

No. 5
ORCA calculation (wB97M-V/def2-TZVPD) on one molecule with the formula C5H8P2.

Electronic energy in a.u.: -877.9284
SMILES string: CP1=CC=CC=1P
HOMO in eV: -8.4
Maximum force in Eh/bohr: 0.0915
HOMO-LUMO gap in eV: 8.5
Energy relative to the best compared isomer or geometry (same formula, charge and spin) in kcal/mol: 21.3

Element x y z (Å)
1 C -1.140 1.814 -0.394
2 C 0.314 1.779 -0.195
3 C -1.663 0.676 -0.918
4 C 0.917 0.583 -0.515
5 C -0.758 -1.749 0.145
6 P -0.344 -0.487 -1.282
7 P 2.630 0.022 -0.467
8 H -1.708 2.683 -0.099
9 H 0.800 2.529 0.404
10 H -2.768 0.544 -1.213
11 H -1.638 -2.455 -0.159
12 H -0.963 -1.114 0.918
13 H 0.128 -2.414 0.197
14 H 3.044 1.280 -0.685
15 H 3.313 -0.341 -1.673

No. 6
ORCA calculation (wB97M-V/def2-TZVPD) on one molecule with the formula C5H8S.

Electronic energy in a.u.: -593.4397
SMILES string: C=C(C)CC=S
HOMO in eV: -8.7
Maximum force in Eh/bohr: 0.0586
HOMO-LUMO gap in eV: 8.6
Energy relative to the best compared isomer or geometry (same formula, charge and spin) in kcal/mol: 30.4

Element x y z (Å)
1 C 2.313 -1.089 -0.135
2 C 1.439 0.158 0.052
3 C 1.909 1.404 -0.213
4 C 0.129 -0.042 0.698
5 C -0.969 -0.479 -0.202
6 H 2.306 -1.640 0.792
7 H 3.318 -0.786 -0.407
8 H 1.791 -1.675 -0.929
9 H 2.881 1.724 -0.547
10 H 1.256 2.161 -0.013
11 H -0.234 0.931 1.061
12 H 0.128 -0.770 1.525
13 H -0.753 -1.264 -0.963
14 S -2.476 0.101 -0.108